(1)
DFT (ωB97M-V with the def2-TZVPD basis set) results for a molecular structure, C23H39F6GeN6OSSbSeTi.

Calculated values
Energy relative to the best compared isomer or geometry (same formula, charge and spin), kcal/mol: 84.2
Orbital gap (alpha / beta), hartree: 0.246 / 0.200
Spin multiplicity: 2
<S²>: 0.757
Total charge: +3
Total energy, eV: -214102.8015

Last column: Mulliken spin population.
Geometry (Å):
Sb 4.8168 0.6366 -1.1195  -0.002
Se 0.6378 2.3992 -2.6846  0.045
Ge -1.0391 0.6644 -0.0170  0.024
Ti 1.6071 0.8633 -0.2481  0.639
S 2.1466 3.7458 -1.7544  0.009
F 2.6220 0.4219 -1.7502  -0.002
F 4.7302 1.9333 -2.4546  0.000
F 5.1364 -0.7779 -2.2929  0.000
F 3.7087 1.8630 0.0007  0.001
F 6.2454 1.0669 -0.0344  0.000
F 3.9538 -0.6227 0.0681  -0.001
O 1.3956 -0.2480 1.0108  0.069
N 1.1002 -2.0102 -1.7189  -0.002
N 0.8740 -4.2966 -2.7793  0.000
N 0.5636 5.5328 -0.5794  0.000
N 1.3660 2.4198 0.9838  -0.030
N 0.8543 3.6654 0.6941  0.002
N 2.4735 1.4228 -4.8347  0.012
C 0.8449 -3.0163 -0.6810  0.007
C -4.1666 -0.1461 -1.0723  0.003
C -3.0838 1.4993 3.6895  0.021
C -0.1990 -3.4050 -3.3181  -0.001
C 1.8012 2.2907 2.2122  0.003
C 2.1538 1.0648 2.8555  0.029
C 2.6865 1.1041 4.1543  -0.009
C -3.6942 1.3024 -1.1997  0.016
C 0.7340 -4.4340 -1.2972  0.000
C 2.2193 -3.7362 -3.1179  0.000
C -4.5071 1.1674 4.1231  0.006
C 2.7384 -1.2913 4.2311  0.001
C 2.3400 -2.3528 -2.4306  0.002
C -2.1908 1.4553 -1.4619  0.052
C -1.4122 1.3699 1.8220  0.078
C 1.0711 4.3200 -0.3843  -0.004
C -0.0159 -2.0061 -2.6751  0.007
C -2.7805 0.8923 2.3075  0.002
C 1.9108 -0.2010 2.2640  0.021
C 2.1797 -1.3624 2.9640  0.001
C 1.7559 1.8038 -4.0199  -0.005
C -5.6878 -0.2389 -1.0072  0.000
C 2.9933 -0.0582 4.8272  0.012
H -5.2436 1.5916 3.4404  0.000
H 1.9627 -2.3139 2.4970  0.000
H -0.2247 -4.9013 -1.0815  0.000
H -0.9257 -1.7096 -2.1524  0.000
H -1.9307 0.9731 -2.4095  -0.006
H 3.4264 -0.0153 5.8168  0.000
H -2.3684 1.1075 4.4162  -0.001
H -4.6978 1.5926 5.1088  0.003
H -1.3652 2.4599 1.7848  0.003
H 2.2976 -3.6595 -4.2006  0.000
H -3.8011 -0.7160 -1.9341  -0.001
H -4.2058 1.7657 -2.0483  0.004
H -3.5674 1.1964 1.6153  -0.004
H 1.8545 3.2022 2.8024  -0.004
H -0.6309 1.0166 2.4971  -0.002
H 2.8621 2.0654 4.6217  0.000
H -0.1011 -3.3679 -4.4011  0.000
H -2.9559 2.5833 3.6421  -0.001
H 1.5225 -5.0940 -0.9405  0.000
H 2.9762 -2.2060 4.7575  0.000
H 1.6638 -2.9775 0.0363  0.002
H 0.1036 6.0135 0.1825  0.001
H -6.0148 -1.2756 -0.9495  0.000
H -6.1366 0.2082 -1.8949  0.001
H -1.3786 -0.8419 0.0707  0.017
H -3.7349 -0.5935 -0.1703  -0.010
H 2.9839 -4.4288 -2.7719  0.000
H -4.6664 0.0911 4.1905  -0.001
H -2.8014 -0.1981 2.3820  -0.002
H 2.5474 -1.5864 -3.1744  0.000
H -3.9847 1.8664 -0.3117  0.000
H -0.0756 -2.7522 -0.1612  -0.001
H 0.1886 -1.2606 -3.4443  -0.003
H -6.0731 0.2910 -0.1352  0.000
H 0.7834 -5.2175 -3.2097  0.000
H -1.9437 2.5160 -1.5558  -0.003
H 0.7787 6.0678 -1.4047  0.000
H -1.1650 -3.8416 -3.0723  0.000
H 3.1578 -2.3526 -1.7132  0.000

(2)
DFT (ωB97M-V with the def2-TZVPD basis set) results for a molecular structure, C23H39MgN2O6Si.

Calculated values
Orbital gap, hartree: 0.230
Total charge: -1
Total energy, eV: -53081.2603

Last column: Mulliken charge in e.
Geometry (Å):
Si 0.7114 -0.0314 -1.5027  -1.000
Mg 0.1687 0.3866 1.6755  1.817
O 2.0491 1.5796 2.4672  -0.666
O 1.2797 -0.2903 3.4808  -0.748
O -0.4079 -0.2512 -2.6644  0.161
O -0.0726 0.6753 -0.2230  -0.340
O 1.3621 -1.4837 -1.1387  0.192
O 1.9505 0.9038 -2.0063  -0.229
N -7.7512 0.0610 3.9503  -0.577
N -0.6118 2.2649 2.9062  -0.879
C 2.0325 2.3060 -2.3944  1.604
C -1.3530 -1.2492 2.3987  -2.159
C -4.3970 -0.4258 4.4154  -0.723
C 1.2473 2.4327 -3.7552  -1.532
C 2.6661 -2.0560 -0.7418  1.769
C -6.6360 0.1328 3.6725  0.046
C -3.1257 -0.9086 4.0884  -0.625
C -4.8529 0.0338 2.0684  -0.680
C 3.5829 -1.9588 -1.9594  -1.449
C -0.3480 2.2384 4.3901  -0.682
C 3.5478 2.6015 -2.5990  -1.584
C -1.4743 -2.3633 -2.2052  -1.091
C -2.6590 -0.7720 2.7597  1.482
C 3.3053 -1.2953 0.4226  -1.354
C 1.5240 3.1737 -1.2584  -1.358
C -0.2830 -1.7987 -4.3890  -1.423
C -2.4691 -0.6723 -3.7317  -1.567
C -1.1675 -1.3139 -3.2572  1.856
C 1.5942 0.9594 3.4998  0.502
C 2.2823 -3.4870 -0.4292  -1.646
C -3.5900 -0.3640 1.7461  -0.573
C -5.2499 -0.0343 3.4060  0.493
C 1.1268 1.8536 4.6722  -0.620
H -5.5947 0.2343 1.3581  0.486
H -0.7792 -1.6946 3.2119  0.338
H 3.7814 -0.8827 -2.1736  0.205
H 1.4648 4.2219 -1.5138  0.508
H 1.7247 -3.5265 0.5361  0.301
H 3.0763 -2.4194 -2.8187  0.291
H -1.5401 2.6977 2.8193  0.265
H -2.2644 -3.0074 -2.6577  0.540
H 0.1911 2.2248 -3.6357  0.307
H 1.6868 -3.8653 -1.2895  0.249
H -0.0242 3.0257 2.5548  0.227
H 3.9868 1.8791 -3.3430  0.306
H -0.7462 -2.5628 -4.9943  0.499
H -1.0078 1.4720 4.8469  0.226
H -0.5631 3.2553 4.7578  0.455
H 1.3599 3.4711 -4.1446  0.429
H -1.7332 -1.9721 -1.1980  0.026
H -2.2549 0.1628 -4.4314  0.303
H 3.1860 -4.0832 -0.3110  0.394
H 0.6525 -2.1685 -3.9666  0.101
H 1.7841 2.7290 4.7100  0.344
H -2.9963 -0.2341 -2.8530  0.311
H -1.2838 -1.8110 1.4645  0.552
H 1.7425 1.7698 -4.4973  0.289
H -3.1328 -1.4696 -4.1945  0.364
H 4.5736 -2.4318 -1.7547  0.447
H -0.0251 -0.9379 -5.0891  0.191
H -3.2487 -0.4544 0.7085  0.353
H 4.0306 2.5568 -1.5616  0.315
H 1.2443 1.2740 5.6147  0.333
H 3.6483 3.6558 -2.8983  0.429
H 3.1348 -0.1766 0.3630  0.127
H 4.3679 -1.4349 0.3090  0.472
H 2.1185 3.0634 -0.3218  0.268
H 0.4660 2.9054 -1.0049  0.154
H 2.8618 -1.5378 1.3881  0.337
H -4.8019 -0.4516 5.4107  0.420
H -0.6295 -3.0985 -2.0375  0.053
H -2.4385 -1.2257 4.8727  0.367

(3)
DFT (ωB97M-V with the def2-TZVPD basis set) results for a molecular structure, C23H40BGeHfN6O5.

Calculated values
Energy relative to the best compared isomer or geometry (same formula, charge and spin), kcal/mol: 0.0
Orbital gap (alpha / beta), hartree: 0.341 / 0.200
Spin multiplicity: 2
<S²>: 0.754
Total charge: +2
Total energy, eV: -102171.6115

Last column: Mulliken spin population.
Geometry (Å):
Hf -0.3455 -0.4646 0.3244  -0.341
Ge 0.2327 2.1135 -0.8801  0.679
O 0.2540 1.6328 0.8911  0.244
O -1.1735 0.9667 -1.1281  0.115
O 1.3987 0.8275 -1.2474  0.256
O -2.1413 0.2337 1.3816  -0.012
O -0.6161 -0.8298 2.4652  0.003
N -1.6491 -2.3296 0.4594  0.003
N 0.2750 -1.9177 -1.3389  0.010
N 0.6969 -3.1428 -0.9473  0.003
N 1.6128 -1.2287 1.0351  -0.008
N -0.8964 -3.3750 0.9107  0.000
N 1.5252 -2.5532 1.3349  0.004
C -2.6250 -0.2932 3.6929  0.001
C 2.4320 -2.8525 2.2688  0.000
C 0.2673 2.7119 1.9441  0.037
C 2.2612 1.1626 -3.4870  -0.013
C 3.3828 -0.3865 -1.8472  0.022
C 0.9837 -3.8848 -2.0223  0.000
C -2.9863 -3.7756 1.5252  0.000
C 3.1306 -1.7038 2.6068  0.000
C -2.4298 1.2786 -1.9047  -0.014
C 2.6520 0.9281 -2.0392  0.020
C 0.3055 -1.9035 -2.6734  -0.001
C -1.7654 -0.2872 2.4821  -0.007
C 3.4391 2.0950 -1.4732  0.003
C 1.5216 3.5240 1.6823  -0.013
C -0.9992 3.5240 1.7613  -0.015
C -1.6818 -4.2435 1.5519  0.000
C 0.3271 2.0468 3.3043  0.010
C -3.4037 1.9604 -0.9684  0.002
C -2.9372 -0.0642 -2.3951  0.006
C 2.5658 -0.7126 1.8191  0.004
C -2.0078 2.1810 -3.0478  0.035
C -2.9080 -2.5672 0.8471  0.000
C 0.7506 -3.1287 -3.1581  0.000
B 0.6044 -3.5316 0.5370  -0.003
H -4.2880 2.2585 -1.5320  -0.003
H -2.8607 2.3764 -3.6986  -0.002
H -2.9646 2.8621 -0.5373  -0.004
H -2.2742 -0.4982 -3.1413  -0.003
H 0.9543 -4.6490 0.7395  0.000
H 1.3283 -4.8989 -1.9079  0.000
H -0.9960 4.0660 0.8083  0.005
H 0.0158 -1.0172 -3.2124  0.000
H 4.3031 -0.3673 -2.4309  0.005
H 3.9391 -1.6143 3.3096  0.000
H 2.5440 -3.8672 2.6125  0.000
H -1.0743 4.2781 2.5455  -0.005
H -1.6708 3.1577 -2.6838  -0.019
H 1.7032 0.3191 -3.8901  -0.002
H -3.7098 1.3028 -0.1591  -0.002
H 2.9163 3.0444 -1.6293  -0.001
H 3.6462 -0.5361 -0.8015  -0.005
H -1.2310 1.7153 -3.6572  0.002
H -3.8633 -4.2594 1.9163  0.000
H 4.4019 2.1789 -1.9774  -0.001
H -3.9188 0.0646 -2.8516  0.002
H -3.6874 -1.8577 0.6206  0.000
H 1.5699 4.3627 2.3769  -0.002
H -3.1633 -1.2441 3.7086  0.000
H 3.1544 1.2963 -4.0976  -0.001
H -2.0139 -0.2462 4.5915  0.000
H 0.5864 2.8001 4.0483  0.004
H -3.3510 0.5148 3.6583  0.001
H -1.8773 2.8812 1.8116  0.000
H 2.7830 -1.2286 -2.1872  -0.004
H 0.8834 -3.4267 -4.1823  0.000
H 2.4213 2.9223 1.8095  -0.002
H 1.0840 1.2646 3.3354  -0.005
H -0.6339 1.6302 3.5914  -0.006
H -3.0512 -0.7676 -1.5674  0.000
H 2.7973 0.3394 1.7620  0.001
H 1.5242 3.9548 0.6737  0.014
H 1.6629 2.0730 -3.5925  0.004
H -1.2692 -5.1515 1.9586  0.000
H 3.6266 1.9565 -0.4079  0.001

(4)
DFT (ωB97M-V with the def2-TZVPD basis set) results for a molecular structure, C23H40BeNO3P2.

Calculated values
Energy relative to the best compared isomer or geometry (same formula, charge and spin), kcal/mol: 62.9
Orbital gap (alpha / beta), hartree: 0.217 / 0.158
Total charge: +1
Total energy, eV: -51105.0247

Last column: natural (NBO) charge in e.
Geometry (Å):
P 1.0022 -0.4873 2.0451  0.926
P -0.9059 -0.2288 -2.1170  0.737
O 3.6757 -1.0548 -2.3569  -0.951
O -1.2293 0.7442 0.9407  -0.870
O 3.5280 -3.8981 -0.0219  -0.963
N -0.7388 -2.0474 0.1840  -0.552
C -1.1239 4.5145 0.9082  -0.229
C -3.3051 1.3316 2.8551  -0.276
C -2.4885 2.4057 2.1537  0.066
C -1.9269 1.0396 -3.0591  -0.911
C -1.4976 2.0855 1.1760  0.277
C 0.8570 -2.2875 1.9561  -0.426
C -1.6983 -2.5257 -0.6468  0.264
C 0.1166 3.0561 -0.6566  -0.261
C 1.5664 3.2993 -0.2081  -0.603
C -2.0628 4.7862 1.8794  -0.153
C -4.7816 1.4562 2.4492  -0.596
C -0.8442 3.1946 0.5066  -0.014
C 0.0765 -1.0895 -3.4747  -0.923
C -2.7540 3.7522 2.4779  -0.250
C -2.2153 -3.8164 -0.5123  -0.223
C -1.7083 -4.6361 0.5017  -0.128
C -3.1618 1.4263 4.3837  -0.600
C 2.7808 -0.0943 2.2224  -0.948
C -0.2342 -2.8506 1.1507  0.131
C -0.2212 3.9606 -1.8592  -0.605
C -2.1972 -1.5613 -1.7192  -0.734
C -0.7011 -4.1521 1.3440  -0.204
C 0.1526 0.0061 3.5887  -0.943
Be 0.0000 0.0000 0.0000  1.402
H 0.2196 1.0845 3.7300  0.265
H 2.8454 -3.7593 0.7270  0.474
H -2.9681 0.3234 2.5392  0.216
H -0.9024 -0.2634 3.5468  0.264
H 2.2666 3.1150 -1.0536  0.224
H -0.0355 2.0701 -1.0648  0.211
H -2.0866 -5.6400 0.6283  0.240
H -5.2062 2.4375 2.7528  0.210
H -1.2742 3.8117 -2.1752  0.209
H 3.3310 -0.3518 1.3178  0.275
H 3.2182 -0.6353 3.0608  0.242
H -0.6316 5.3604 0.4494  0.222
H -4.8801 1.3582 1.3463  0.210
H -3.5549 2.3885 4.7736  0.212
H -5.3819 0.6544 2.9272  0.215
H 1.7026 4.3442 0.1409  0.216
H 1.8367 2.6161 0.6237  0.205
H -0.5842 -1.4084 -4.2809  0.240
H 1.2369 0.7097 -0.5169  -0.468
H -0.0650 5.0358 -1.6393  0.213
H 2.9142 0.9726 2.3990  0.261
H 0.5998 -0.4832 4.4531  0.244
H 0.5828 -1.9691 -3.0756  0.245
H 0.8242 -0.4118 -3.8881  0.249
H -3.0954 -1.0702 -1.3443  0.264
H -0.2895 -4.7781 2.1213  0.236
H -2.0992 1.3489 4.6854  0.202
H -1.2754 1.8022 -3.4858  0.254
H 0.4409 3.7071 -2.7172  0.214
H 3.7241 -1.9052 -1.7662  0.491
H -3.5004 4.0160 3.2128  0.221
H 1.2362 -2.8572 2.7916  0.218
H 4.2280 -4.5396 0.2993  0.491
H -2.6342 1.5234 -2.3847  0.250
H -2.4682 -2.0958 -2.6298  0.244
H -2.4819 0.5621 -3.8666  0.239
H -3.7297 0.6062 4.8696  0.217
H -2.9881 -4.1755 -1.1762  0.240
H -2.2720 5.8135 2.1522  0.222
H 2.7135 -0.9202 -2.5967  0.463